--- 1 ---
Below is the molecule C4H5NO2, with properties calculated with the ωB97M-V functional and the def2-TZVPD basis.

Cartesian coordinates (Å):
C  -0.517  -2.036  -0.574
O  -0.195  -0.734  -1.029
C  0.026  0.171  -0.079
C  0.635  1.418  -0.362
C  0.456  2.100  0.782
O  -0.107  1.318  1.713
N  -0.375  0.073  1.166
H  0.349  -2.436  -0.037
H  -1.392  -2.019  0.084
H  -0.714  -2.612  -1.478
H  1.240  1.621  -1.232
H  0.594  3.135  1.047

Properties
- SMILES = COc1ccon1
- frontier orbital gap (eV) = 10.73
- charge = 0



--- 2 ---
Below is the molecule C4H5NO2, with properties calculated with the ωB97M-V functional and the def2-TZVPD basis.

Cartesian coordinates (Å):
C  -1.280  -1.055  0.056
N  -1.352  0.005  0.724
C  -0.437  1.058  0.489
C  0.880  0.517  0.202
O  1.278  0.387  -1.438
C  1.062  -0.606  -0.607
O  -0.356  -1.379  -0.744
H  -2.021  -1.842  0.142
H  -0.784  1.684  -0.304
H  -0.418  1.651  1.379
H  1.722  0.862  0.773
H  1.718  -1.443  -0.599

Properties
- SMILES = C1=NC[C@@H]2O[C@@H]2O1
- frontier orbital gap (eV) = 10.53
- charge = 0



It comes down to 1, which is 84.5 kJ/mol more stable than the next structure.



--- 1 ---
Below is the molecule C4H5NO2, with properties calculated with the ωB97M-V functional and the def2-TZVPD basis.

Cartesian coordinates (Å):
O  2.736  0.273  -0.035
C  1.553  0.140  0.015
C  0.818  -1.132  0.189
C  -0.488  -0.947  -0.071
C  -0.951  0.388  -0.448
O  -1.987  0.847  0.290
N  0.630  1.137  -0.086
H  1.175  -1.962  0.729
H  -1.343  -1.703  0.123
H  -0.948  0.713  -1.469
H  -2.138  0.246  1.068
H  0.943  2.000  -0.304

Properties
- SMILES = O=C1C=C[C@@H](O)N1
- frontier orbital gap (eV) = 9.82
- charge = 0



--- 2 ---
Below is a structure of composition C4H5NO2, with properties calculated with the ωB97M-V functional and the def2-TZVPD basis.

Cartesian coordinates (Å):
O  2.508  -0.136  -0.787
C  1.391  -0.432  -0.813
C  0.322  0.186  0.671
C  -0.515  1.272  0.078
N  -1.174  0.272  0.878
C  -0.857  -0.963  0.252
O  -0.887  -1.216  -1.014
H  0.301  -0.986  -1.314
H  0.932  0.296  1.562
H  -0.662  1.263  -1.003
H  -0.497  2.251  0.547
H  -0.905  -1.793  0.964

Properties
- frontier orbital gap (eV) = 10.42
- charge = 0



It comes down to 1, which is 279.9 kJ/mol more stable than the next structure.



--- 1 ---
Below is the molecule C4H5NO2, with properties calculated with the ωB97M-V functional and the def2-TZVPD basis.

Cartesian coordinates (Å):
C  -1.630  -0.514  -0.913
C  -0.253  0.037  -0.741
C  0.184  1.293  -1.043
O  1.423  1.356  -0.079
C  1.404  0.313  0.649
O  1.932  0.284  1.865
N  0.585  -0.614  0.213
H  -1.743  -1.270  -1.694
H  -1.966  -0.948  0.041
H  -2.294  0.327  -1.127
H  1.950  1.217  2.135
H  0.407  -1.482  0.693

Properties
- frontier orbital gap (eV) = 8.68
- charge = 0



--- 2 ---
Below is the molecule C4H5NO2, with properties calculated with the ωB97M-V functional and the def2-TZVPD basis.

Cartesian coordinates (Å):
O  -2.317  0.730  0.151
C  -1.522  -0.424  -0.006
C  -0.057  -0.082  -0.100
C  1.083  -0.516  0.638
C  2.096  0.186  0.074
O  1.632  0.973  -0.903
N  0.279  0.795  -1.012
H  -1.978  1.377  -0.484
H  -1.716  -1.076  0.849
H  -1.798  -0.981  -0.913
H  1.134  -1.218  1.458
H  3.163  0.237  0.248

Properties
- SMILES = OCc1ccon1
- frontier orbital gap (eV) = 11.15
- charge = 0



--- 3 ---
Below is the molecule C4H5NO2, with properties calculated with the ωB97M-V functional and the def2-TZVPD basis.

Cartesian coordinates (Å):
O  1.454  1.399  -0.650
C  1.410  0.763  0.363
C  0.133  0.132  0.771
C  0.283  -1.324  0.352
C  -0.973  -1.349  -0.477
N  -1.611  -0.257  -0.562
O  -0.987  0.762  0.044
H  2.313  0.600  0.943
H  -0.048  0.146  1.842
H  0.370  -1.970  1.220
H  1.174  -1.424  -0.222
H  -1.383  -2.164  -1.046

Properties
- SMILES = O=C[C@@H]1CC=NO1
- frontier orbital gap (eV) = 10.56
- charge = 0



It comes down to 2, which is 100.7 kJ/mol more stable than the next structure.



--- 1 ---
Below is a structure of composition C4H5NO2, with properties calculated with the ωB97M-V functional and the def2-TZVPD basis.

Cartesian coordinates (Å):
O  -0.794  -0.698  -2.589
C  -0.081  -0.227  -1.742
C  -0.215  -0.592  -0.319
C  0.856  -0.514  0.702
N  0.114  0.217  1.747
C  -0.622  1.104  1.204
O  -0.923  1.076  -0.077
H  0.651  0.581  -1.918
H  -0.950  -1.381  -0.096
H  1.722  0.075  0.353
H  1.231  -1.456  1.129
H  -0.996  1.912  1.832

Properties
- frontier orbital gap (eV) = 9.44
- charge = 0



--- 2 ---
Below is the molecule C4H5NO2, with properties calculated with the ωB97M-V functional and the def2-TZVPD basis.

Cartesian coordinates (Å):
C  1.271  -0.208  -0.994
C  -1.128  0.258  -1.001
C  -1.919  0.634  0.021
O  -1.342  0.380  1.312
C  -0.182  -0.127  1.047
O  0.585  -0.467  2.085
N  0.019  -0.210  -0.258
H  2.148  -0.300  -0.348
H  1.254  -0.984  -1.761
H  1.294  0.761  -1.501
H  -2.846  1.176  0.065
H  1.115  -1.253  1.887

Properties
- frontier orbital gap (eV) = 8.40
- charge = 0



It comes down to 1, which is 43.2 kJ/mol more stable than the next structure.



--- 1 ---
Below is the molecule C4H5NO2, with properties calculated with the ωB97M-V functional and the def2-TZVPD basis.

Cartesian coordinates (Å):
O  -2.399  0.556  0.730
C  -1.726  -0.206  0.082
C  -0.389  0.191  -0.521
C  0.571  0.896  0.468
N  1.684  -0.040  0.633
C  1.452  -1.004  -0.149
O  0.324  -0.995  -0.910
H  -2.047  -1.247  -0.127
H  -0.585  0.782  -1.423
H  0.946  1.848  0.081
H  0.085  1.097  1.427
H  2.083  -1.877  -0.290

Properties
- SMILES = O=C[C@H]1CN=CO1
- frontier orbital gap (eV) = 10.54
- charge = 0



--- 2 ---
Below is the molecule C4H5NO2, with properties calculated with the ωB97M-V functional and the def2-TZVPD basis.

Cartesian coordinates (Å):
C  -1.738  -0.165  -0.002
C  -0.211  -0.278  -0.003
O  0.147  -1.528  -0.015
N  1.454  -1.597  -0.102
C  1.892  -0.404  0.057
C  0.852  0.519  0.024
O  0.934  1.869  -0.099
H  -2.052  0.880  -0.200
H  -2.056  -0.920  -0.870
H  -2.203  -0.403  0.956
H  2.904  -0.220  0.173
H  0.077  2.248  0.082

Properties
- SMILES = Cc1oncc1O
- frontier orbital gap (eV) = 9.60
- charge = 0



It comes down to 1, which is 139.5 kJ/mol more stable than the next structure.



--- 1 ---
Below is the molecule C4H5NO2, with properties calculated with the ωB97M-V functional and the def2-TZVPD basis.

Cartesian coordinates (Å):
O  1.966  0.027  -1.265
C  1.794  -0.358  -0.059
C  0.404  -0.155  0.474
O  0.181  -0.053  1.682
N  -0.542  -0.044  -0.554
C  -1.570  0.950  -0.268
C  -1.963  -0.454  -0.122
H  2.590  -0.577  0.718
H  -1.508  1.373  0.836
H  -1.766  1.553  -1.150
H  -2.490  -0.871  -0.932
H  -2.199  -0.857  0.911

Properties
- SMILES = O=CC(=O)N1CC1
- frontier orbital gap (eV) = 9.21
- charge = 0



--- 2 ---
Below is the molecule C4H5NO2, with properties calculated with the ωB97M-V functional and the def2-TZVPD basis.

Cartesian coordinates (Å):
O  -2.955  -0.296  -0.058
C  -1.898  0.228  -0.303
C  -0.570  -0.431  -0.072
C  0.542  -0.144  -1.023
N  0.491  0.498  0.266
C  1.466  0.300  1.262
O  2.529  0.864  1.251
H  -1.834  1.249  -0.737
H  -0.611  -1.428  0.353
H  0.361  0.457  -1.904
H  1.299  -0.917  -1.124
H  1.179  -0.381  2.089

Properties
- SMILES = O=C[C@H]1CN1C=O
- frontier orbital gap (eV) = 10.82
- charge = 0



It comes down to 2, which is 100.2 kJ/mol more stable than the next structure.